(P)
An isolated molecule of C6H6N4S2, computed with ωB97M-V/def2-TZVPD.

```
18
Properties=species:S:1:pos:R:3:mulliken_charge:R:1
C 0.296 -1.677 -1.794 0.324
C -0.202 -0.499 0.342 0.580
C -0.166 0.555 1.412 0.370
C -0.565 0.296 2.708 -0.565
C -0.868 1.533 3.373 -0.209
C -0.755 2.593 2.568 -0.376
H 2.219 -1.709 -4.302 0.268
H 0.741 -0.710 -4.580 0.250
H -0.288 -3.340 -0.857 0.341
H -0.539 -0.739 3.105 0.342
H -0.962 1.465 4.565 0.222
H -0.764 3.593 3.018 0.344
N 1.447 -1.117 -3.819 -0.490
N 0.537 -2.016 -3.012 -0.528
N -0.468 -2.267 -0.805 -0.004
N -0.672 -1.642 0.303 -0.620
S 0.632 -0.090 -1.157 -0.150
S -0.180 2.211 1.078 -0.100
```

Results
Charge   0
LUMO level   0.5 eV
Highest occupied orbital energy   -0.3032 Ha
Multiplicity   1
SMILES string   N/N=c1/[nH]nc(-c2cccs2)s1


(Q)
An isolated molecule of C6H6N4S2, computed with ωB97M-V/def2-TZVPD.

```
18
Properties=species:S:1:pos:R:3:mulliken_charge:R:1
C 2.427 -0.165 0.279 0.455
C 0.006 1.711 -0.067 -0.184
C -0.915 0.529 -0.157 0.507
C -0.732 -0.712 -0.892 -0.049
C -2.779 -1.296 -0.108 -0.088
C -2.924 -0.165 0.853 -0.155
H 4.336 -1.278 1.062 0.158
H 2.852 1.219 -1.308 0.284
H -0.412 2.582 0.378 0.433
H 0.179 -0.898 -1.533 0.375
H -3.799 -1.909 -0.305 0.252
H -3.800 0.054 1.511 0.369
N 2.146 0.789 -0.623 -0.080
N 1.287 1.852 -0.343 -0.693
N -1.645 -1.630 -0.859 -0.540
N -1.886 0.704 0.730 -0.456
S 4.008 -0.901 -0.208 -0.273
S 1.650 -0.487 1.592 -0.315
```

Results
Charge   0
LUMO level   -0.5 eV
Highest occupied orbital energy   -0.3184 Ha
Multiplicity   1
SMILES string   S=C(S)N/N=C\c1cnccn1


(Q) is the most stable structure; the next one sits 14.9 kJ/mol above it.